# 1
Entry from the OMol25 dataset: a molecular structure, C23H50CaN4OP3 (ωB97M-V/def2-TZVPD).

Properties
LUMO level	-2.67	eV
highest occupied orbital energy	-9.56	eV

The geometry in ORCA input format:
```
! RIJCOSX wB97M-V def2-TZVPD def2/J DEFGRID3
* xyz 1 1
Ca -0.576 0.286 -0.658
P 0.384 -1.798 -2.230
P 0.531 2.785 -0.275
N 0.738 1.144 -2.773
C 1.222 -1.155 -3.726
H 2.143 -1.744 -3.869
H 0.577 -1.334 -4.601
C 1.595 0.332 -3.671
H 2.638 0.447 -3.329
H 1.575 0.749 -4.696
C 1.048 2.597 -3.003
H 0.117 3.066 -3.362
H 1.811 2.704 -3.789
C 1.562 3.267 -1.729
H 1.603 4.364 -1.825
H 2.576 2.884 -1.522
C 1.415 3.601 1.128
C 2.363 2.580 1.775
H 3.186 2.283 1.115
H 1.838 1.666 2.091
H 2.798 3.008 2.685
C -1.013 3.778 -0.643
C -2.204 3.388 0.252
H -3.121 3.445 -0.352
H -2.332 4.087 1.088
H -2.169 2.365 0.670
C -1.236 -2.446 -2.898
C -2.003 -3.237 -1.825
H -3.039 -3.348 -2.175
H -2.049 -2.718 -0.852
H -1.593 -4.243 -1.654
C 1.381 -3.251 -1.696
C 1.027 -3.709 -0.269
H 1.802 -4.417 0.066
H 0.059 -4.229 -0.224
H 1.001 -2.893 0.468
C 1.874 -0.189 -0.280
O 3.030 -0.253 -0.260
C -0.744 5.288 -0.700
H 0.293 5.571 -0.476
H -0.959 5.653 -1.713
H -1.401 5.827 -0.003
C -1.137 -3.167 -4.247
H -1.838 -4.012 -4.275
H -1.386 -2.472 -5.060
H -0.140 -3.563 -4.467
C 1.407 -4.443 -2.647
H 2.070 -5.198 -2.200
H 0.420 -4.901 -2.780
H 1.822 -4.187 -3.627
C 0.467 4.196 2.163
H -0.297 3.478 2.486
H 1.049 4.470 3.052
H -0.044 5.093 1.802
H 2.009 4.396 0.650
H 2.395 -2.815 -1.667
H -1.255 3.439 -1.667
H -1.767 -1.490 -3.070
H -0.362 1.060 -3.139
H -1.539 0.813 -3.240
C -0.481 -2.733 4.336
N 0.439 -1.574 4.317
C -0.189 -0.440 5.033
N -1.511 -0.080 4.468
C -2.392 -1.271 4.483
N -1.805 -2.418 3.749
C -1.735 -2.175 2.313
P -0.626 -0.705 1.933
C 0.852 -1.223 2.964
C -1.405 0.506 3.143
H -0.641 -3.032 5.387
H -0.028 -3.552 3.762
H 0.473 0.432 4.972
H -0.338 -0.738 6.085
H -3.345 -1.005 4.013
H -2.537 -1.580 5.534
H -1.353 -3.069 1.796
H -2.742 -1.971 1.921
H 1.586 -0.407 2.994
H 1.354 -2.082 2.498
H -2.404 0.796 2.785
H -0.796 1.421 3.187
*
```

Atomic partial charges in e from the Löwdin method, atoms 1 to 4: atom 1 (Ca): 0.758, atom 2 (P): 0.923, atom 3 (P): 0.938, atom 4 (N): -0.285

# 2
Entry from the OMol25 dataset: a molecular structure, C18H13N6O5S2W (ωB97M-V/def2-TZVPD).

Properties
energy relative to the best compared isomer or geometry (same formula, charge and spin)	0.0	kJ/mol
LUMO level (alpha / beta)	-1.05 / -1.52	eV
highest occupied orbital energy (alpha / beta)	-7.50 / -7.55	eV

The geometry in ORCA input format:
```
! RIJCOSX wB97M-V def2-TZVPD def2/J DEFGRID3
* xyz 0 2
W -0.855 -0.683 0.524
O -0.702 2.771 -1.855
C -0.969 1.888 -1.068
N -0.087 0.984 -0.487
C 1.251 1.021 -0.853
O 1.812 1.863 -1.522
C 1.971 -0.151 -0.280
C 3.314 -0.366 -0.579
C 3.976 -1.426 0.002
C 3.274 -2.215 0.922
C 1.946 -1.957 1.172
N 1.268 -0.962 0.565
C -2.343 1.680 -0.537
C -3.307 2.669 -0.702
C -4.509 2.573 -0.034
C -4.693 1.490 0.838
C -3.715 0.532 0.942
N -2.557 0.572 0.239
H 3.778 0.307 -1.284
H 5.004 -1.644 -0.248
H 3.752 -3.041 1.420
H 1.375 -2.586 1.848
H -3.071 3.500 -1.347
H -5.273 3.324 -0.149
H -5.588 1.408 1.434
H -3.830 -0.328 1.602
C -4.010 -1.740 -1.766
C -3.682 -2.695 -0.668
C -4.377 -3.896 -0.546
C -3.966 -4.778 0.446
N -2.998 -4.484 1.289
C -2.404 -3.311 1.155
S -1.173 -2.817 2.226
N -2.699 -2.394 0.186
H -5.053 -1.438 -1.692
H -3.866 -2.238 -2.725
H -3.362 -0.866 -1.730
H -5.187 -4.135 -1.214
H -4.422 -5.753 0.566
O -0.976 -1.166 -1.735
N -0.355 -2.260 -1.852
O -0.074 -2.714 -2.918
O -0.067 -2.812 -0.772
S -1.168 0.933 3.688
C -0.888 0.182 2.344
*
```

Atomic partial charges in e from the natural (NBO) method, atoms 1 to 4: atom 1 (W): 1.249, atom 2 (O): -0.518, atom 3 (C): 0.638, atom 4 (N): -0.721

# 3
Entry from the OMol25 dataset: a molecular structure, C2H6BrN (ωB97M-V/def2-TZVPD).

Properties
energy relative to the best compared isomer or geometry (same formula, charge and spin)	307.5	kJ/mol
LUMO level (alpha / beta)	-1.18 / -1.46	eV
highest occupied orbital energy (alpha / beta)	-8.91 / -8.55	eV

The geometry in ORCA input format:
```
! RIJCOSX wB97M-V def2-TZVPD def2/J DEFGRID3
* xyz 0 1
C -1.924 0.229 -0.321
C 0.342 1.018 0.101
N -0.657 0.822 -0.524
Br -1.078 1.538 -2.854
H -1.984 -0.016 0.809
H -2.742 1.043 -0.570
H -2.026 -0.565 -0.918
H 1.396 1.424 -0.139
H -1.233 2.733 2.567
H -0.917 2.390 1.954
*
```

Atomic partial charges in e from the natural (NBO) method, atoms 1 to 4: atom 1 (C): -0.421, atom 2 (C): 0.194, atom 3 (N): -0.248, atom 4 (Br): -0.479

# 4
Entry from the OMol25 dataset: a molecular structure, C27H34BF5N6PdS3 (ωB97M-V/def2-TZVPD).

Properties
LUMO level (alpha / beta)	0.51 / -1.43	eV
highest occupied orbital energy (alpha / beta)	-6.70 / -7.05	eV

The geometry in ORCA input format:
```
! RIJCOSX wB97M-V def2-TZVPD def2/J DEFGRID3
* xyz 0 3
Pd 0.469 -0.427 0.272
C -2.435 -1.011 -6.033
C -1.496 -0.514 -4.933
C -1.509 1.015 -4.969
C -0.103 -1.085 -5.212
N -1.993 -1.000 -3.608
C -3.086 -1.840 -3.467
C -3.253 -2.059 -2.158
N -2.290 -1.348 -1.451
B -2.439 -1.466 0.102
N -2.927 -0.191 0.878
C -4.117 -0.320 1.582
C -4.350 0.819 2.247
N -3.299 1.681 1.972
C -2.429 1.049 1.123
S -1.010 1.737 0.485
C -3.170 3.051 2.561
C -3.153 4.098 1.447
C -1.921 3.122 3.447
C -4.385 3.332 3.449
N -1.270 -2.152 0.920
C -1.490 -2.494 2.228
C -0.392 -3.110 2.710
N 0.535 -3.188 1.699
C -0.006 -2.583 0.581
S 0.623 -2.648 -1.009
C 1.873 -3.850 1.823
C 2.998 -2.876 1.461
C 1.917 -5.107 0.944
C 2.062 -4.281 3.277
C -1.500 -0.709 -2.364
S -0.091 0.223 -2.118
H -2.083 -0.604 -6.980
H -3.459 -0.664 -5.882
H -2.425 -2.099 -6.117
H -1.199 1.350 -5.961
H -0.830 1.442 -4.236
H -2.515 1.390 -4.772
H 0.217 -0.780 -6.210
H -0.130 -2.176 -5.169
H 0.626 -0.730 -4.488
H -3.640 -2.236 -4.294
H -3.990 -2.659 -1.660
H -3.361 -2.221 0.243
H -4.705 -1.219 1.544
H -5.162 1.069 2.901
H -2.302 3.961 0.784
H -3.090 5.093 1.889
H -4.069 4.032 0.855
H -1.008 3.069 2.861
H -1.928 2.294 4.158
H -1.933 4.062 4.002
H -5.324 3.242 2.902
H -4.305 4.359 3.803
H -4.404 2.677 4.322
H -2.404 -2.235 2.733
H -0.216 -3.475 3.704
H 2.739 -2.254 0.611
H 3.891 -3.442 1.193
H 3.238 -2.232 2.308
H 2.082 -4.857 -0.101
H 0.982 -5.665 1.022
H 2.732 -5.749 1.281
H 2.038 -3.423 3.953
H 3.038 -4.754 3.369
H 1.307 -5.007 3.584
F -1.102 0.072 3.441
C 0.252 0.151 3.449
C 0.965 0.148 2.272
C 2.328 0.352 2.410
F 3.108 0.386 1.304
C 2.966 0.503 3.625
F 4.290 0.679 3.712
C 2.208 0.459 4.782
F 2.795 0.596 5.975
C 0.842 0.286 4.695
F 0.104 0.269 5.814
*
```

Atomic partial charges in e from the Löwdin method, atoms 1 to 4: atom 1 (Pd): 0.503, atom 2 (C): -0.062, atom 3 (C): -0.550, atom 4 (C): -0.048

# 5
Entry from the OMol25 dataset: a molecular structure, CH4IP (ωB97M-V/def2-TZVPD).

Properties
energy relative to the best compared isomer or geometry (same formula, charge and spin)	225.9	kJ/mol
LUMO level	0.29	eV
highest occupied orbital energy	-9.46	eV

The geometry in ORCA input format:
```
! RIJCOSX wB97M-V def2-TZVPD def2/J DEFGRID3
* xyz 0 1
C 0.897 -0.341 -0.136
P 0.027 1.265 -0.187
I 2.991 0.002 0.114
H 0.634 -1.189 0.427
H 0.856 -0.627 -1.555
H -1.317 0.711 -0.167
H -0.257 1.538 1.136
*
```

Atomic partial charges in e from the natural (NBO) method, atoms 1 to 4: atom 1 (C): -0.846, atom 2 (P): 0.340, atom 3 (I): 0.112, atom 4 (H): 0.215

# 6
Entry from the OMol25 dataset: a molecular structure, C27H24Br27N2O2 (ωB97M-V/def2-TZVPD).

Properties
energy relative to the best compared isomer or geometry (same formula, charge and spin)	1007.3	kJ/mol
LUMO level	-5.08	eV
highest occupied orbital energy	-10.58	eV

The geometry in ORCA input format:
```
! RIJCOSX wB97M-V def2-TZVPD def2/J DEFGRID3
* xyz 1 1
C 5.643 -2.515 3.531
C 5.229 -2.693 2.189
C 4.936 -2.883 0.583
C 3.799 -1.859 -0.029
C 2.466 -1.696 0.918
C 1.620 -0.385 0.329
C 0.145 -0.567 -0.436
C -0.577 -2.029 -0.612
C -0.961 -3.048 0.659
C -1.639 -4.467 0.237
N -1.989 -5.037 -1.094
C -1.720 -4.162 -2.270
C -1.036 -2.702 -2.061
N -0.575 0.663 -0.975
C -0.025 2.092 -0.831
C 1.423 2.391 -0.051
C 1.929 3.977 0.109
C 2.229 5.208 0.756
C 2.325 1.115 0.546
C 3.773 1.347 1.306
O 4.624 2.330 0.904
O 4.284 0.501 2.424
H 5.587 -2.279 4.700
H 5.955 -2.685 0.000
H 4.668 -4.032 0.431
H 4.272 -0.823 -0.375
H 3.421 -2.368 -1.040
H 1.831 -2.698 0.821
H 2.684 -1.558 2.059
H -0.741 -2.723 1.784
H -1.878 -5.184 1.164
H -1.988 -4.580 -3.356
H -0.848 -2.052 -3.039
H -1.489 0.501 -1.453
H -0.626 3.030 -1.259
H 2.435 6.300 1.164
H 3.534 0.205 3.020
C -4.311 2.057 -1.914
Br -2.401 2.351 -1.688
Br -4.867 0.333 -1.206
Br -5.360 3.517 -1.171
H -4.507 2.039 -2.991
C -2.604 5.749 0.886
Br -4.119 6.148 2.039
Br -1.314 7.205 0.856
Br -1.770 4.053 1.347
H -2.995 5.646 -0.132
C 1.914 -3.182 4.850
Br 0.243 -2.622 4.026
Br 3.200 -3.802 3.529
Br 2.660 -1.794 5.990
H 1.682 -4.035 5.495
C 2.829 8.450 -2.222
Br 2.659 6.809 -1.192
Br 1.396 9.705 -1.827
Br 4.583 9.263 -2.004
H 2.732 8.176 -3.278
C 4.573 8.210 2.963
Br 3.713 6.530 2.490
Br 6.358 7.932 3.685
Br 4.581 9.463 1.475
H 3.973 8.663 3.759
C -1.104 -5.637 -6.336
Br -2.619 -5.238 -5.183
Br 0.186 -4.182 -6.366
Br -0.270 -7.333 -5.875
H -1.495 -5.740 -7.353
C -7.727 -2.912 -1.970
Br -8.587 -4.591 -2.443
Br -5.942 -3.190 -1.248
Br -7.719 -1.658 -3.457
H -8.327 -2.459 -1.173
C -10.594 -8.043 -4.280
Br -10.679 -6.705 -5.690
Br -8.895 -7.990 -3.334
Br -12.105 -7.908 -3.063
H -10.660 -9.023 -4.764
C 4.224 2.121 5.543
Br 5.343 3.544 4.830
Br 4.583 1.794 7.427
Br 2.336 2.450 5.213
H 4.488 1.206 5.004
*
```

Atomic partial charges in e from the Löwdin method, atoms 1 to 4: atom 1 (C): -0.036, atom 2 (C): -0.237, atom 3 (C): -0.190, atom 4 (C): -0.186

# 7
Entry from the OMol25 dataset: 6 unconnected molecules or ions with the total composition C33H47N7O8S (ωB97M-V/def2-TZVPD).

Properties
LUMO level	-0.75	eV
structure (SMILES)	O=C1c2ccccc2C(=O)c2cc(CCSc3nnco3)ccc21.CN(C)C=O.CN(C)C=O.CN(C)C=O.CN(C)C=O.CN(C)C=O
highest occupied orbital energy	-8.54	eV

The geometry in ORCA input format:
```
! RIJCOSX wB97M-V def2-TZVPD def2/J DEFGRID3
* xyz 0 1
O 1.743 -0.648 1.113
C 0.788 -0.005 0.621
C -0.591 -0.680 0.117
C -1.351 -1.773 0.925
C -2.673 -2.381 0.332
C -3.255 -1.941 -1.062
C -2.489 -0.825 -1.848
C -1.193 -0.205 -1.260
C -0.357 0.966 -1.994
O -0.178 0.990 -3.240
C 0.250 2.069 -0.987
C 0.249 3.587 -1.254
C 0.812 4.635 -0.219
C 0.681 6.180 -0.652
C -0.714 6.750 -0.020
S -2.066 6.919 -1.298
C -3.055 5.353 -1.324
N -2.803 4.113 -2.008
N -3.733 3.155 -1.796
C -4.708 3.772 -0.939
O -4.287 5.091 -0.663
C 1.429 4.133 1.106
C 1.454 2.587 1.411
C 0.858 1.590 0.389
H -0.955 -2.111 1.940
H -3.288 -3.180 0.891
H -4.201 -2.454 -1.429
H -2.906 -0.498 -2.870
H -0.203 3.940 -2.247
H 0.556 6.205 -1.799
H 1.554 6.825 -0.302
H -0.491 7.775 0.468
H -1.000 6.050 0.853
H -5.646 3.231 -0.600
H 1.834 4.876 1.866
H 1.904 2.157 2.381
C 4.027 -2.893 5.629
N 3.526 -1.623 5.146
C 2.354 -1.611 4.291
C 4.120 -0.440 5.469
O 3.749 0.659 5.097
H 4.294 -3.520 4.774
H 3.246 -3.387 6.212
H 4.909 -2.753 6.257
H 2.614 -1.149 3.336
H 1.571 -1.016 4.768
H 1.992 -2.626 4.120
H 5.000 -0.562 6.121
C 2.416 -6.669 0.542
N 1.991 -5.512 1.305
C 1.386 -4.394 0.605
C 2.141 -5.441 2.656
O 1.805 -4.499 3.353
H 3.162 -6.356 -0.192
H 1.550 -7.091 0.026
H 2.851 -7.429 1.194
H 1.983 -3.495 0.781
H 0.380 -4.228 0.998
H 1.333 -4.595 -0.466
H 2.610 -6.341 3.087
C -1.796 8.853 5.350
N -1.374 7.896 4.348
C -2.383 7.189 3.583
C -0.058 7.639 4.100
O 0.362 6.849 3.274
H -2.409 8.341 6.096
H -2.387 9.636 4.869
H -0.937 9.307 5.845
H -2.265 6.114 3.742
H -2.243 7.403 2.521
H -3.383 7.497 3.891
H 0.624 8.228 4.734
C 2.873 -10.665 -2.255
N 2.369 -9.393 -2.733
C 1.196 -9.379 -3.587
C 2.961 -8.209 -2.406
O 2.588 -7.110 -2.773
H 3.140 -11.287 -3.113
H 2.093 -11.162 -1.673
H 3.754 -10.525 -1.627
H 1.454 -8.912 -4.541
H 0.412 -8.787 -3.108
H 0.836 -10.394 -3.759
H 3.842 -8.332 -1.755
C -1.740 1.291 -6.161
N -3.091 1.544 -6.622
C -3.649 2.872 -6.461
C -3.853 0.574 -7.203
O -4.991 0.723 -7.610
H -1.686 1.493 -5.089
H -1.052 1.954 -6.692
H -1.450 0.255 -6.344
H -4.551 2.809 -5.848
H -3.921 3.268 -7.443
H -2.927 3.536 -5.984
H -3.335 -0.396 -7.277
*
```

Atomic partial charges in e from the Löwdin method, atoms 1 to 4: atom 1 (O): 0.043, atom 2 (C): -0.250, atom 3 (C): -0.030, atom 4 (C): -0.008

# 8
Entry from the OMol25 dataset: a molecular structure, C21H28Br12FN2O3 (ωB97M-V/def2-TZVPD).

Properties
LUMO level	-5.23	eV
highest occupied orbital energy	-10.70	eV

The geometry in ORCA input format:
```
! RIJCOSX wB97M-V def2-TZVPD def2/J DEFGRID3
* xyz 1 1
C 0.774 3.473 2.251
C -0.492 2.734 1.447
C 0.057 1.278 0.833
C -1.240 0.300 1.230
N -2.226 0.826 0.168
C -1.630 1.354 -0.984
O -2.317 1.938 -2.154
N -3.609 1.548 -2.221
O -4.251 2.469 -1.718
C 0.022 1.167 -0.802
F 0.741 2.298 -1.447
C 0.254 -0.277 -1.542
O 1.622 -0.809 -1.466
C 1.913 -1.436 -0.168
C 3.105 -0.693 0.741
C 3.628 -1.248 2.201
C 4.847 -0.537 3.083
C 2.901 -2.609 2.788
C 1.709 -3.369 1.896
C 1.194 -2.813 0.414
C 0.054 -3.621 -0.445
C 0.461 -3.943 -2.003
C -0.345 -5.100 0.227
H 0.596 4.644 2.126
H 1.803 3.225 1.741
H 0.709 3.191 3.385
H -0.804 3.493 0.606
H -1.363 2.499 2.195
H 1.066 1.103 1.414
H -1.600 0.290 2.345
H -0.857 -0.813 1.061
H -3.258 0.786 0.321
H 0.035 -0.094 -2.701
H -0.587 -1.001 -1.170
H 3.633 0.269 0.320
H 5.761 -1.288 3.244
H 4.432 -0.283 4.159
H 5.164 0.472 2.582
H 3.236 -3.055 3.839
H 1.283 -4.361 2.403
H -0.981 -3.028 -0.475
H -0.554 -3.939 -2.619
H 1.175 -3.161 -2.502
H 0.965 -5.012 -2.155
H -1.413 -5.354 -0.242
H 0.401 -5.952 -0.072
H -0.537 -5.014 1.392
C -1.592 -7.942 3.198
Br 0.024 -8.230 2.154
Br -1.641 -6.161 3.979
Br -3.197 -8.325 2.168
H -1.567 -8.655 4.029
C -5.872 5.608 -3.370
Br -4.256 5.319 -4.414
Br -5.920 7.389 -2.589
Br -7.477 5.225 -4.400
H -5.847 4.895 -2.539
C 1.212 8.172 1.393
Br 0.359 7.107 0.006
Br 0.447 7.823 3.147
Br 3.145 7.951 1.389
H 1.010 9.222 1.159
C 1.084 -0.047 -5.859
Br 1.984 1.503 -6.616
Br 2.345 -1.310 -5.086
Br -0.297 0.467 -4.589
H 0.582 -0.561 -6.686
*
```

Atomic partial charges in e from the natural (NBO) method, atoms 1 to 4: atom 1 (C): -0.640, atom 2 (C): -0.427, atom 3 (C): -0.265, atom 4 (C): -0.262

# 9
Entry from the OMol25 dataset: C6H12N2 in the gas phase (ωB97M-V/def2-TZVPD).

Properties
energy relative to the best compared isomer or geometry (same formula, charge and spin)	80.1	kJ/mol
LUMO level	0.88	eV
structure (SMILES)	C=C(C)N/C(C)=N/C
highest occupied orbital energy	-7.96	eV

The geometry in ORCA input format:
```
! RIJCOSX wB97M-V def2-TZVPD def2/J DEFGRID3
* xyz 0 1
C -3.021 0.587 -0.035
C -1.837 -0.028 -0.027
C -1.662 -1.546 0.018
N -0.675 0.761 0.102
C 0.644 0.402 0.032
C 1.592 1.584 -0.022
N 1.067 -0.806 0.017
C 2.498 -1.023 -0.013
H -3.967 0.032 -0.026
H -3.131 1.670 -0.085
H -2.640 -2.005 -0.046
H -1.040 -1.850 -0.802
H -1.189 -1.852 0.957
H -0.805 1.739 0.049
H 2.219 1.533 -0.876
H 1.094 2.566 0.041
H 2.271 1.543 0.820
H 2.943 -0.549 -0.895
H 2.664 -2.119 -0.086
H 2.976 -0.640 0.876
*
```

Atomic partial charges in e from the natural (NBO) method, atoms 1 to 4: atom 1 (C): -0.501, atom 2 (C): 0.214, atom 3 (C): -0.640, atom 4 (N): -0.595

no.,E (hartree),maximum force (hartree/bohr)
1,-2902.039662,0.08072
2,-2261.890131,0.06605
3,-2708.414466,0.12306
4,-3224.485140,0.02368
5,-679.464923,0.10733
6,-70800.215834,0.22267
7,-2668.651577,0.11489
8,-32139.289354,0.14268
9,-345.297364,0.02756